[1]
The ion C2H3O2 with charge -1 at a distorted geometry. Source: the Open Molecules 2025 dataset; level of theory: wB97M-V/def2-TZVPD.

Cartesian coordinates (Å):
O  0.8627  -0.6042  -0.8659
C  0.0373  0.0615  -0.1976
O  -0.2508  1.2430  -0.3618
C  -0.5473  -0.5505  1.1330
H  -1.0776  -1.5120  0.6398
H  0.3402  -0.7628  1.8285
H  -1.0982  0.0983  1.7415

For the frontier orbital gap, the calculation gives 8.285 eV. The value obtained for the energy above the lowest of the compared OMol25 structures with the same formula, charge and spin is 13.6 kcal/mol. As for the charge: -1. The HOMO energy comes out at -3.5366 eV. As for the SMILES: CC(=O)[O-].

[2]
A cluster of 2 separate species, C9H17FNO9PS in total. Source: the Open Molecules 2025 dataset; level of theory: wB97M-V/def2-TZVPD.

Cartesian coordinates (Å):
O  2.0293  1.4108  -2.9175
C  1.4172  0.7860  -2.1203
O  0.7597  1.2933  -1.0512
C  0.3183  0.1533  -0.2464
F  -0.8257  0.4877  0.3625
C  1.4527  -0.1730  0.7304
C  1.0652  -0.3247  2.2102
C  0.8364  -1.7720  2.6893
C  -0.2699  -1.8793  3.7333
O  -1.4950  -1.2775  3.3274
C  0.0610  -0.8198  -1.4155
S  -0.1023  -2.5533  -0.8758
C  -1.1637  -0.3947  -2.2329
P  -1.5357  -1.4233  -3.6944
O  -2.7697  -2.1923  -3.5244
O  -1.5398  -0.3825  -4.9078
O  -0.2336  -2.3003  -4.0347
O  1.2546  -0.5794  -2.1641
H  1.9491  -1.0800  0.3751
H  2.1755  0.6378  0.6419
H  0.2100  0.3022  2.4526
H  1.9047  0.0816  2.7790
H  0.6549  -2.4498  1.8501
H  1.7578  -2.1257  3.1651
H  -0.4342  -2.9249  4.0147
H  0.0380  -1.3351  4.6295
H  -1.9294  -1.8484  2.6874
H  -0.8954  -2.2217  0.1507
H  -2.0529  -0.4617  -1.6037
H  -1.0606  0.6432  -2.5550
H  -0.6852  -0.3423  -5.3568
H  -0.3928  -3.2143  -3.7620
C  -0.3361  4.1775  0.3657
N  0.2635  3.8514  1.6887
O  0.5099  2.6875  1.9341
O  0.4648  4.7802  2.4406
H  -0.4571  3.2580  -0.1933
H  -1.2873  4.6635  0.5600
H  0.3438  4.8618  -0.1325

For the frontier orbital gap, the calculation gives 10.502 eV. The value obtained for the energy above the lowest of the compared OMol25 structures with the same formula, charge and spin is 15.8 kcal/mol. As for the charge: 0. The HOMO energy comes out at -10.3374 eV. As for the SMILES: O=C1O[C@](F)(CCCCO)[C@@](S)(CP(=O)(O)O)O1.C[N+](=O)[O-].

[3]
A structure of composition C6H7NOS at a distorted geometry. Source: the Open Molecules 2025 dataset; level of theory: wB97M-V/def2-TZVPD.

Cartesian coordinates (Å):
C  -1.1307  1.1305  0.8637
C  -1.4625  1.0212  -0.5280
C  -0.0856  0.3937  1.3430
C  -0.7736  0.2486  -1.4342
C  0.2101  -0.7921  -1.1004
C  1.7934  -1.0743  1.0909
N  0.5962  -0.5309  0.7103
O  -1.0351  0.3226  -2.7812
S  1.0107  -1.9127  -1.9024
H  -1.7438  1.7392  1.5416
H  -2.1937  1.8357  -0.8791
H  0.1196  0.4860  2.3960
H  2.6052  -0.7856  0.4811
H  2.2127  -0.8573  2.0177
H  1.7805  -2.1159  1.0621
H  -1.9035  0.8913  -2.8811

For the frontier orbital gap (spin up / spin down), the calculation gives 7.184 / 7.185 eV. The value obtained for the energy above the lowest of the compared OMol25 structures with the same formula, charge and spin is 43.6 kcal/mol. As for the charge: 0. The HOMO energy (spin up / spin down) comes out at -7.4325 / -7.4328 eV.

[4]
A cluster of 2 separate species, C5H10 in total at a distorted geometry. Source: the Open Molecules 2025 dataset; level of theory: wB97M-V/def2-TZVPD.

Cartesian coordinates (Å):
C  2.1903  0.3974  0.2424
C  2.0328  -0.8813  -0.1644
H  2.2190  0.6144  1.3073
H  2.7635  1.0743  -0.3795
H  1.4279  -1.5611  0.4270
H  2.6680  -1.3584  -0.9008
C  -1.4705  0.6037  0.9857
C  -1.1826  0.4551  -0.4473
C  -1.6708  -0.5778  -1.2326
H  -1.8942  1.5943  1.1806
H  -2.1755  -0.1497  1.3365
H  -0.5685  0.5178  1.5908
H  -0.6055  1.2646  -0.8811
H  -1.3538  -0.7202  -2.2598
H  -2.3799  -1.2731  -0.8049

For the frontier orbital gap (spin up / spin down), the calculation gives 9.916 / 4.726 eV. The value obtained for the energy above the lowest of the compared OMol25 structures with the same formula, charge and spin is 45.0 kcal/mol. As for the charge: +1. The HOMO energy (spin up / spin down) comes out at -14.4276 / -13.6897 eV. Its multiplicity is 2.